1.
This record from the OMol25 dataset describes a structure of composition C17H28ILaN4OSi. The level of theory is the ωB97M-V functional and the def2-TZVPD basis.

XYZ file:
```
53
Properties=species:S:1:pos:R:3:forces:R:3
La -1.034965 1.455485 0.353335 1.627 2.306 -1.212
I -2.354279 2.594101 -2.419769 0.472 -0.045 -0.844
Si 2.596204 -2.307562 2.060643 -0.946 0.883 -0.604
O -0.626587 0.285466 -3.211123 -0.436 -2.074 -1.234
N -3.527103 0.297726 1.078479 -1.947 0.196 0.137
N 1.381744 2.818970 -1.677381 0.088 3.079 0.487
N -2.670029 -1.652748 0.777793 -0.595 -1.104 -0.154
N 1.942934 0.786369 -2.279336 2.351 -1.609 -1.284
C 0.691386 3.883107 -0.958303 0.501 -0.610 -0.416
C -4.034314 3.892279 -3.159408 -0.729 0.394 0.213
C 3.177439 -1.909033 3.798951 0.065 0.041 0.195
C -1.749230 -2.718834 0.482968 0.243 0.019 0.119
C 1.938377 -0.653948 -2.451294 0.213 0.336 0.450
C -4.396314 -0.615524 1.670282 0.488 0.100 0.173
C 4.107714 -2.449249 0.959587 0.298 -0.101 -0.054
C 0.882127 1.547020 -1.891991 -5.091 -1.329 -0.204
C 1.746651 -3.985814 2.114873 0.025 -0.256 0.083
C 1.428056 -1.032557 1.411884 -0.175 0.272 -0.014
C -3.747196 1.734700 1.063796 -0.672 -0.142 -0.186
C -2.455349 -0.340831 0.491082 0.082 -0.591 0.235
C 0.629760 -0.167740 0.991622 2.045 -2.088 1.061
C 2.757187 2.790503 -1.803532 0.689 -0.658 -0.049
C -3.838077 -1.835559 1.491244 -0.318 0.267 0.141
C 3.096926 1.535096 -2.198232 0.162 0.650 0.295
C -0.443617 1.229204 -2.454688 2.073 2.021 2.424
H -4.231635 4.665949 -2.419036 -0.285 0.188 -0.105
H 1.584244 -4.388320 1.105892 0.006 0.117 0.181
H 2.329058 -1.842891 4.491652 0.138 0.011 -0.132
H 3.365764 3.667240 -1.621819 -0.087 -0.195 -0.102
H 0.772020 -3.918677 2.616290 0.203 0.013 -0.090
H 0.917813 -0.994658 -2.638764 0.230 0.161 -0.047
H 2.333517 -1.146523 -1.549406 -0.066 -0.053 -0.038
H 1.226009 4.823327 -1.139254 -0.142 -0.153 0.079
H -3.545001 2.173341 0.057356 -0.264 -0.381 0.509
H -2.294763 -3.607862 0.140919 0.069 0.144 -0.043
H 3.860233 -2.892802 -0.013617 0.006 0.130 0.167
H -3.675038 4.306006 -4.102245 -0.105 0.024 0.006
H 2.578242 -0.903899 -3.306317 -0.097 -0.071 0.042
H -0.341627 3.985621 -1.330981 0.471 0.026 0.255
H 4.862961 -3.085958 1.442125 -0.049 0.055 -0.110
H 4.556755 -1.463773 0.779924 -0.127 -0.171 0.029
H -1.170091 -2.982026 1.380155 -0.037 0.042 -0.202
H 4.058806 1.126955 -2.461791 0.046 0.031 0.042
H 3.855680 -2.696555 4.155406 -0.068 0.114 -0.002
H -4.873817 3.211636 -3.296491 -0.256 0.226 -0.114
H -3.124652 2.260038 1.825277 -0.208 0.041 0.044
H 3.712486 -0.951586 3.826394 -0.110 -0.154 -0.010
H 0.697528 3.712157 0.143717 -0.044 0.127 -0.051
H -1.047504 -2.380458 -0.284105 -0.159 -0.065 0.127
H -4.802578 1.945214 1.292832 0.434 -0.043 0.037
H 2.370350 -4.699568 2.672791 -0.127 0.024 -0.105
H -5.297376 -0.298027 2.175538 0.123 -0.125 -0.079
H -4.176829 -2.804527 1.816077 -0.009 -0.020 -0.046
```
Positions in Å, forces in eV/Å.

Multiplicity: 1
Charge: -2
Kohn-Sham gap (alpha / beta) in eV: 2.34 / 3.19
Highest occupied orbital energy (alpha / beta) in eV: 2.1 / 1.3
LUMO level (alpha / beta) in eV: 4.4868 / 4.4752

2.
This record from the OMol25 dataset describes a cluster of 2 separate species, C6H14N2O in total. The level of theory is the ωB97M-V functional and the def2-TZVPD basis.

XYZ file:
```
23
Properties=species:S:1:pos:R:3:forces:R:3
O -0.913732 -0.064119 -1.680375 1.809 0.924 0.622
N -2.897203 -0.735300 1.033942 0.962 1.723 3.180
N -3.424647 -1.287800 0.119433 0.562 -0.892 -4.576
C 1.161549 0.955587 1.347332 -4.150 -1.193 2.162
C 0.716981 -1.309346 0.294998 -0.946 0.711 -0.788
C -0.741298 2.207036 -0.507944 3.782 -0.725 -1.328
C -0.357964 0.771992 -0.640913 -0.249 -1.850 1.049
C 1.887206 -1.603311 -0.613278 0.581 -2.581 -0.931
C 0.428239 0.183608 0.268640 -0.269 -0.374 0.075
H -2.065401 -0.098420 0.902588 -0.425 -0.766 -0.850
H 1.273210 1.913790 1.068186 0.745 3.457 -1.149
H 0.185913 2.706258 -0.942676 -1.455 0.266 0.579
H -0.986676 2.575573 0.443809 0.223 0.061 1.588
H 2.066501 0.555469 1.597990 2.503 -1.244 0.409
H 0.615987 1.103181 2.402736 0.621 -0.803 -2.155
H 0.760213 -1.431190 1.394733 0.805 -1.117 -0.720
H 2.728962 -1.223172 -0.212685 3.117 1.694 1.629
H -1.558377 2.387906 -1.065152 -2.665 0.859 -2.434
H -0.130514 -0.629423 -1.935060 -1.457 0.687 0.239
H 1.969768 -1.139352 -1.652363 -1.080 -0.874 1.085
H -0.013251 -1.996776 -0.148375 -0.938 0.685 0.716
H -2.894734 -1.123905 -0.884984 -1.144 -0.118 2.246
H 2.189261 -2.718279 -0.590582 -0.932 1.469 -0.648
```
Positions in Å, forces in eV/Å.

Multiplicity: 1
Kohn-Sham gap in eV: 8.73
Highest occupied orbital energy in eV: -8.1
SMILES: CC/C(C)=C(/C)O.[H]/N=N\[H]
LUMO level in eV: 0.5927

3.
This record from the OMol25 dataset describes a structure of composition C2H2InO2. The level of theory is the ωB97M-V functional and the def2-TZVPD basis.

XYZ file:
```
7
Properties=species:S:1:pos:R:3:forces:R:3
In 0.768352 1.166451 -1.244308 3.224 4.850 -3.969
O 0.563280 0.910892 0.644175 -1.164 -1.551 5.298
O -0.202156 -0.335998 -1.576224 -3.801 -5.826 3.419
C -0.615886 -0.938428 -0.104600 0.429 0.673 -2.542
C -0.201784 -0.287921 0.967442 0.712 1.038 -2.426
H 0.907454 1.332719 1.431566 0.292 0.366 0.575
H -1.219259 -1.847716 -0.118051 0.308 0.450 -0.356
```
Positions in Å, forces in eV/Å.

Multiplicity: 1
Charge: +1
Kohn-Sham gap (alpha / beta) in eV: 7.24 / 7.73
Highest occupied orbital energy (alpha / beta) in eV: -14.7 / -15.3
LUMO level (alpha / beta) in eV: -7.4829 / -7.5855

4.
This record from the OMol25 dataset describes a structure of composition C24H22AsAuF6N3O12S3. The level of theory is the ωB97M-V functional and the def2-TZVPD basis.

XYZ file:
```
72
Properties=species:S:1:pos:R:3:forces:R:3
Au -0.211171 -0.470870 -0.990463 0.555 -0.521 -0.047
As -0.927497 -3.509676 -0.852079 -0.355 0.225 0.259
S -2.859760 1.328422 0.000418 0.048 -0.257 -0.518
S 0.021812 0.538314 2.416192 -0.048 0.522 -0.209
S 2.280537 -0.901833 1.196742 0.437 0.130 -0.029
F -0.272310 -1.111810 4.437721 -0.014 0.009 0.106
F 2.144693 -3.397718 0.423041 0.113 -0.257 -0.043
F -1.904017 0.280425 4.120865 -0.051 -0.017 0.157
F -1.667476 -1.425602 2.815988 -0.048 -0.101 0.000
F 1.086856 -3.013080 2.263721 -0.120 -0.218 0.231
F 3.244771 -3.079374 2.263295 0.046 -0.183 0.064
O -0.817495 0.649552 1.206516 0.249 0.010 0.325
O -0.984057 -2.881522 -6.891183 0.092 -0.034 -0.114
O 4.203504 0.499929 -6.893114 -0.003 0.046 0.075
O 1.910510 2.116129 -2.899866 0.183 0.173 -0.022
O 3.414770 -1.163858 -8.009157 -0.079 -0.054 0.007
O 0.039847 1.125752 -2.191546 0.132 -0.010 -0.152
O -1.674681 -2.576474 -4.878090 0.045 -0.002 0.097
O 1.893943 -0.809675 -0.221401 -0.203 0.291 0.038
O -2.526991 0.359096 -1.062047 -0.266 0.137 0.319
O 3.625266 -0.524824 1.467245 -0.335 -0.056 -0.075
O 0.250094 1.752578 3.125338 -0.078 -0.211 -0.079
O -0.556972 -2.180838 0.153120 -0.190 -0.003 -0.652
N 1.262454 -0.330637 2.209786 0.149 -0.140 0.018
N -0.909569 -2.361843 -5.807485 -0.100 0.050 0.147
N 3.381570 -0.361528 -7.102321 0.060 0.025 -0.027
C 0.351417 -3.827584 -2.227201 0.174 0.020 -0.013
C -1.145872 -5.073128 0.204643 0.221 -0.022 0.156
C -2.488047 3.150463 -1.913891 -0.066 0.081 0.120
C -4.281691 0.841230 0.888992 0.100 0.069 0.016
C -3.941182 5.106944 -0.497928 0.071 0.108 -0.084
C -3.084062 2.899025 -0.672772 -0.030 0.095 0.053
C -2.681545 4.403354 -2.458967 -0.006 0.153 0.040
C -5.359916 0.342235 0.162580 -0.117 0.010 0.170
C 1.232908 -1.351779 -6.453938 -0.010 -0.030 -0.078
C -2.653347 -3.227948 -1.625801 0.046 0.106 -0.100
C -3.399765 5.371722 -1.757405 0.023 -0.046 0.002
C 0.101571 -0.582421 -4.454614 -0.046 0.072 0.138
C -6.482882 -0.026580 0.879810 -0.043 -0.037 0.016
C 2.204131 0.389424 -5.070164 0.067 0.042 0.101
C -5.404911 0.585861 2.963246 -0.011 -0.019 -0.001
C 2.179333 -2.724500 1.578981 -0.019 0.343 -0.146
C 1.124063 0.315764 -4.195243 -0.003 -0.125 -0.123
C -3.771029 3.866220 0.074223 0.019 -0.075 -0.154
C 1.086664 1.255191 -3.019642 -0.421 0.005 0.433
C -1.010248 -0.512165 3.525030 0.162 -0.088 -0.053
C 0.182270 -1.396987 -5.566636 -0.178 -0.166 -0.016
C -6.503221 0.096215 2.269314 0.018 -0.001 -0.047
C -4.262982 0.962427 2.270352 -0.077 0.025 0.028
C 2.230210 -0.441760 -6.168536 0.181 0.003 -0.147
H -4.175202 3.644142 1.053725 -0.005 -0.042 -0.047
H -5.322621 0.256769 -0.916161 0.020 0.010 0.039
H 0.695761 -2.878464 -2.635855 -0.019 0.003 -0.025
H 1.277314 -1.986329 -7.326694 0.011 0.008 0.015
H -3.525798 6.355784 -2.190240 -0.019 -0.030 -0.007
H -3.385043 1.325289 2.792598 -0.114 0.008 -0.110
H -5.428023 0.665899 4.042011 -0.008 -0.006 -0.031
H -2.811085 -3.941003 -2.432136 -0.046 -0.030 -0.020
H -0.187518 -5.446568 0.558221 -0.009 0.015 0.008
H 3.007026 1.089202 -4.883596 -0.016 0.001 -0.022
H -0.768475 -0.636227 -3.817816 -0.010 0.001 0.013
H -0.143382 -4.407762 -3.004666 0.064 -0.022 -0.040
H 1.196591 -4.372126 -1.808797 -0.027 0.022 -0.055
H -3.386445 -3.374332 -0.835215 -0.057 0.016 -0.015
H -4.487624 5.873688 0.034127 0.026 0.002 -0.024
H -1.780079 -4.816328 1.048512 -0.033 -0.016 0.074
H -2.731737 -2.217722 -2.021688 0.021 0.018 -0.020
H -2.258189 4.634260 -3.426905 -0.005 0.024 0.020
H -1.894618 2.391082 -2.409450 -0.062 0.022 0.045
H -7.347379 -0.409167 0.353306 0.005 0.000 0.039
H -1.636692 -5.819439 -0.415736 -0.008 -0.091 -0.002
H -7.389063 -0.200628 2.816028 0.015 0.012 -0.022
```
Positions in Å, forces in eV/Å.

Multiplicity: 3
Charge: +1
Kohn-Sham gap (alpha / beta) in eV: 9.13 / 5.79
Highest occupied orbital energy (alpha / beta) in eV: -12.4 / -12.6
LUMO level (alpha / beta) in eV: -3.2627 / -6.8228
<S²>: 2.014

The calculation returns the following E_tot values, one per record and in order: -42919.3907 -11472.4271 -11360.9063 -167609.4104 eV.
The calculation returns the following maximum force values, one per record and in order: 0.102 0.094 0.151 0.015 Eh/bohr.